1.
Density functional theory data (ωB97M-V/def2-TZVPD) for a molecular structure, C44H50N4NaO4.

Computed properties:
Max |F|, Eh/bohr: 0.065
ΔE to the lowest compared entry with this formula, charge and spin, kJ/mol: 173.2
Kohn-Sham gap, eV: 6.575
Net charge: -1
Electronic energy, eV: -65008.2262

```
103
C44H50N4NaO4, DFT ωB97M-V/def2-TZVPD
Na 0.83 1.08 -0.43
O -1.80 -2.65 -1.79
O -2.94 -1.55 -0.19
O 1.20 -0.73 -0.77
O -0.99 1.54 -0.49
N 1.45 2.01 4.50
N 3.37 1.94 -0.85
N 1.52 1.67 2.30
N 1.26 3.78 -1.26
C 2.51 -0.17 5.23
C 3.62 3.35 -0.66
C 2.99 -1.58 3.30
C -3.02 -2.64 -1.07
C 0.64 -2.88 -0.13
C -2.07 0.82 -0.12
C 2.10 -1.85 -4.66
C 2.52 -0.64 2.41
C -2.09 0.59 1.42
C 1.62 -1.44 -3.42
C 1.20 -4.03 -4.27
C 0.95 -2.31 -2.58
C 1.29 -4.55 2.06
C 1.81 -3.64 -0.12
C -3.30 2.95 -0.70
C -1.02 -0.07 2.00
C -5.75 1.72 -0.95
C 0.13 -3.79 2.06
C -3.08 1.10 2.26
C 0.72 -3.61 -3.03
C -5.66 3.09 -1.14
C 0.37 4.30 -2.28
C -1.06 -1.42 -1.59
C -4.17 -2.47 -2.07
C -3.03 0.90 3.64
C 3.43 1.56 -2.25
C -0.99 -0.32 3.37
C -0.18 -2.97 0.99
C -3.38 1.58 -0.50
C 4.25 1.11 -0.06
C 2.13 -4.47 0.95
C 3.00 -1.35 4.68
C 2.04 0.77 4.33
C -2.18 -0.57 -0.90
C 1.90 -3.16 -5.08
C -1.99 0.16 4.19
C 0.45 -1.78 -1.20
C -4.63 0.97 -0.63
C -3.22 -3.94 -0.30
C 0.74 4.07 0.06
C 2.07 0.57 2.94
C -4.42 3.71 -1.01
C 2.63 4.21 -1.44
C 1.15 2.48 3.24
H 1.54 -5.19 2.89
H 2.87 4.14 -2.51
H -0.17 -0.90 3.79
H -6.72 1.23 -1.06
H 1.46 3.75 0.82
H 0.54 5.15 0.19
H -3.90 1.67 1.86
H 2.50 -3.59 -0.95
H 1.76 -0.42 -3.07
H -6.54 3.68 -1.38
H 3.34 -2.54 2.93
H 3.55 3.56 0.41
H 5.31 1.21 -0.37
H -1.96 -0.04 5.26
H 2.78 5.27 -1.15
H 4.65 3.62 -0.99
H -0.61 3.83 -2.16
H 1.19 2.43 5.37
H -2.40 -4.10 0.39
H 4.37 1.90 -2.73
H -3.81 1.30 4.27
H -4.33 4.78 -1.15
H 2.57 1.96 -2.80
H -4.04 -1.56 -2.66
H 0.75 4.06 -3.27
H 0.25 5.40 -2.21
H -2.77 -0.29 -1.78
H 1.03 -5.05 -4.59
H -4.19 -3.32 -2.74
H -4.16 -3.88 0.26
H 3.39 0.47 -2.31
H 2.44 -0.82 1.34
H -5.12 -2.40 -1.53
H -0.21 -0.38 1.36
H 3.05 -5.05 0.92
H -2.31 3.40 -0.61
H 2.48 -0.02 6.30
H 4.18 1.40 0.99
H 0.66 3.43 3.08
H 2.62 -1.15 -5.30
H 0.15 -4.29 -2.42
H 2.29 -3.49 -6.04
H -1.10 -2.41 1.01
H -4.73 -0.09 -0.45
H -0.94 -0.95 -2.57
H -0.54 -3.84 2.92
H -0.18 3.50 0.21
H 3.94 0.07 -0.15
H -3.26 -4.77 -1.00
H 3.39 -2.12 5.35
```

2.
Density functional theory data (ωB97M-V/def2-TZVPD) for a molecular structure, C44H50N5O7S3V.

Computed properties:
Max |F|, Eh/bohr: 0.017
ΔE to the lowest compared entry with this formula, charge and spin, kJ/mol: 0.0
Kohn-Sham gap (spin up / spin down), eV: 3.708 / 3.709
Electronic energy, eV: -126416.7434

```
110
C44H50N5O7S3V, DFT ωB97M-V/def2-TZVPD
V 0.09 0.59 0.50
S -2.50 -7.50 -3.11
S 1.89 0.72 -2.78
S -0.34 3.19 -0.40
O -1.73 -7.78 -4.31
O -0.31 2.70 1.00
O -1.65 0.31 0.77
O -3.26 -6.27 -3.15
O -3.18 -8.63 -2.52
O -1.53 3.84 -0.81
O 1.82 0.82 0.94
N -0.91 -5.85 -1.68
N 0.05 0.28 2.41
N 0.07 1.80 -1.17
N 0.37 -1.36 -0.15
N -0.51 -8.16 -1.35
C 5.88 0.26 2.00
C 4.45 1.15 0.18
C -4.68 0.13 1.20
C 0.21 -4.10 -0.58
C -1.17 -7.14 -1.91
C -5.54 -1.14 1.29
C 3.58 1.01 2.60
C 2.75 0.85 4.92
C -4.33 0.56 6.48
C -2.19 0.14 1.97
C -4.21 0.27 -0.25
C 1.78 3.30 -1.79
C 1.21 1.93 -1.94
C 3.30 5.11 -2.12
C 0.04 -5.55 -0.80
C -0.55 -3.21 -1.33
C 1.20 0.56 3.11
C 1.09 -3.56 0.37
C 3.77 1.01 3.97
C -2.27 -0.71 7.02
C 4.50 1.12 6.75
C -2.93 -0.29 4.60
C 5.28 2.70 1.94
C 2.22 2.08 7.03
C 0.76 -6.53 -0.16
C -1.59 -0.16 4.30
C 2.57 -0.41 7.08
C 2.91 3.81 -2.42
C -3.87 -0.16 3.57
C 2.25 0.81 2.19
C -3.56 0.04 2.24
C -1.21 0.09 2.98
C 2.58 5.89 -1.22
C -0.45 -1.86 -1.09
C 4.77 1.27 1.67
C 1.13 -2.20 0.56
C 3.02 0.91 6.43
C 1.46 0.63 4.48
C -5.55 1.36 1.54
C 1.08 4.09 -0.90
C 1.44 5.39 -0.60
C 0.44 -7.84 -0.49
C -4.20 -1.91 6.02
C -3.42 -0.59 6.02
H 0.68 0.55 5.21
H -6.37 1.43 0.83
H -2.67 -0.91 8.01
H 5.11 0.31 6.36
H -5.08 0.31 -0.89
H -3.57 -2.73 5.69
H -6.35 -1.09 0.56
H 1.54 -6.32 0.57
H -1.69 0.22 7.08
H -4.94 -2.03 1.07
H -3.61 -0.58 -0.56
H -5.99 -1.27 2.28
H -4.92 -0.24 3.83
H 6.14 2.90 1.30
H 1.15 1.96 6.88
H -4.96 2.27 1.47
H 2.90 6.90 -1.01
H 1.72 -4.20 0.97
H 4.63 1.15 7.83
H 4.07 0.17 -0.08
H -3.80 1.51 6.49
H 4.51 3.43 1.71
H 6.74 0.44 1.36
H 1.50 -0.58 6.94
H 2.52 3.03 6.59
H 5.38 1.31 -0.38
H -5.20 0.67 5.83
H 6.22 0.33 3.03
H 4.78 1.18 4.33
H -1.24 -3.60 -2.07
H 4.87 2.07 6.35
H -1.03 -1.14 -1.65
H -0.86 -0.32 5.08
H -4.69 0.36 7.49
H -5.07 -1.87 5.36
H 5.54 -0.76 1.82
H 5.59 2.84 2.97
H 2.40 2.13 8.11
H -3.63 1.18 -0.40
H -1.59 -1.53 6.76
H 1.78 -1.76 1.30
H 3.73 1.90 -0.14
H 0.98 -8.67 -0.05
H -5.97 1.29 2.54
H 3.10 -1.26 6.65
H 0.86 6.00 0.08
H 2.77 -0.38 8.15
H 3.46 3.19 -3.12
H -4.56 -2.13 7.03
H 4.18 5.52 -2.60
```

Please write out number 1 again, unchanged.
Density functional theory data (ωB97M-V/def2-TZVPD) for a molecular structure, C44H50N4NaO4.

Computed properties:
Max |F|, Eh/bohr: 0.065
ΔE to the lowest compared entry with this formula, charge and spin, kJ/mol: 173.2
Kohn-Sham gap, eV: 6.575
Net charge: -1
Electronic energy, eV: -65008.2262

```
103
C44H50N4NaO4, DFT ωB97M-V/def2-TZVPD
Na 0.83 1.08 -0.43
O -1.80 -2.65 -1.79
O -2.94 -1.55 -0.19
O 1.20 -0.73 -0.77
O -0.99 1.54 -0.49
N 1.45 2.01 4.50
N 3.37 1.94 -0.85
N 1.52 1.67 2.30
N 1.26 3.78 -1.26
C 2.51 -0.17 5.23
C 3.62 3.35 -0.66
C 2.99 -1.58 3.30
C -3.02 -2.64 -1.07
C 0.64 -2.88 -0.13
C -2.07 0.82 -0.12
C 2.10 -1.85 -4.66
C 2.52 -0.64 2.41
C -2.09 0.59 1.42
C 1.62 -1.44 -3.42
C 1.20 -4.03 -4.27
C 0.95 -2.31 -2.58
C 1.29 -4.55 2.06
C 1.81 -3.64 -0.12
C -3.30 2.95 -0.70
C -1.02 -0.07 2.00
C -5.75 1.72 -0.95
C 0.13 -3.79 2.06
C -3.08 1.10 2.26
C 0.72 -3.61 -3.03
C -5.66 3.09 -1.14
C 0.37 4.30 -2.28
C -1.06 -1.42 -1.59
C -4.17 -2.47 -2.07
C -3.03 0.90 3.64
C 3.43 1.56 -2.25
C -0.99 -0.32 3.37
C -0.18 -2.97 0.99
C -3.38 1.58 -0.50
C 4.25 1.11 -0.06
C 2.13 -4.47 0.95
C 3.00 -1.35 4.68
C 2.04 0.77 4.33
C -2.18 -0.57 -0.90
C 1.90 -3.16 -5.08
C -1.99 0.16 4.19
C 0.45 -1.78 -1.20
C -4.63 0.97 -0.63
C -3.22 -3.94 -0.30
C 0.74 4.07 0.06
C 2.07 0.57 2.94
C -4.42 3.71 -1.01
C 2.63 4.21 -1.44
C 1.15 2.48 3.24
H 1.54 -5.19 2.89
H 2.87 4.14 -2.51
H -0.17 -0.90 3.79
H -6.72 1.23 -1.06
H 1.46 3.75 0.82
H 0.54 5.15 0.19
H -3.90 1.67 1.86
H 2.50 -3.59 -0.95
H 1.76 -0.42 -3.07
H -6.54 3.68 -1.38
H 3.34 -2.54 2.93
H 3.55 3.56 0.41
H 5.31 1.21 -0.37
H -1.96 -0.04 5.26
H 2.78 5.27 -1.15
H 4.65 3.62 -0.99
H -0.61 3.83 -2.16
H 1.19 2.43 5.37
H -2.40 -4.10 0.39
H 4.37 1.90 -2.73
H -3.81 1.30 4.27
H -4.33 4.78 -1.15
H 2.57 1.96 -2.80
H -4.04 -1.56 -2.66
H 0.75 4.06 -3.27
H 0.25 5.40 -2.21
H -2.77 -0.29 -1.78
H 1.03 -5.05 -4.59
H -4.19 -3.32 -2.74
H -4.16 -3.88 0.26
H 3.39 0.47 -2.31
H 2.44 -0.82 1.34
H -5.12 -2.40 -1.53
H -0.21 -0.38 1.36
H 3.05 -5.05 0.92
H -2.31 3.40 -0.61
H 2.48 -0.02 6.30
H 4.18 1.40 0.99
H 0.66 3.43 3.08
H 2.62 -1.15 -5.30
H 0.15 -4.29 -2.42
H 2.29 -3.49 -6.04
H -1.10 -2.41 1.01
H -4.73 -0.09 -0.45
H -0.94 -0.95 -2.57
H -0.54 -3.84 2.92
H -0.18 3.50 0.21
H 3.94 0.07 -0.15
H -3.26 -4.77 -1.00
H 3.39 -2.12 5.35
```